152
Properties=species:S:1:pos:R:3 method="wB97M-V/def2-TZVPD" e_homo_ev=-9.9598 energy_ha=-6909.6951 homo_lumo_gap_ev=10.1 smiles="COP(=O)(OC)OC.COP(=O)(OC)OC.COP(=O)(OC)OC.COP(=O)(OC)OC.COP(=O)(OC)OC.COP(=O)(OC)OC.COP(=O)(OC)OC.CCOC(C)=O.CCOC(C)=O.ClCCl" lumo_ev=0.104
C 0.7145 -0.4142 0.7503
Cl 1.2157 -2.1234 0.8477
Cl -1.0154 -0.1698 0.5004
H 0.9903 -0.0822 1.7512
H 1.4135 0.0810 0.0764
C -0.9215 7.6011 3.8796
O -0.6166 6.3034 3.3916
P 0.0397 5.1698 4.3510
O 0.6539 4.0325 3.6495
O 1.0370 5.9743 5.3482
C 1.8837 5.3545 6.3261
O -1.2411 4.7884 5.3102
C -2.1789 3.8887 4.8370
H -1.7960 7.7871 3.2560
H -0.1499 8.3061 3.5703
H -1.1917 7.6650 4.9336
H 1.6478 5.9155 7.2304
H 2.9295 5.5076 6.0597
H 1.6589 4.3080 6.5321
H -2.4794 3.9604 3.7917
H -3.1045 3.9409 5.4103
H -1.7073 2.9141 4.9631
C -6.9213 7.5183 -3.5633
O -6.8010 7.7748 -2.1898
P -5.3636 7.8178 -1.4319
O -5.4596 7.9287 0.0112
O -4.6094 6.4536 -1.9132
C -5.0463 5.2061 -1.2965
O -4.5754 9.0442 -2.1575
C -3.1277 9.1478 -1.8401
H -5.9506 7.2921 -4.0046
H -7.4034 8.2802 -4.1757
H -7.5699 6.6602 -3.7401
H -4.2630 4.5934 -0.8501
H -5.4455 4.5939 -2.1051
H -5.6985 5.3988 -0.4448
H -2.8109 10.1748 -1.6581
H -2.5334 8.8365 -2.6991
H -2.8291 8.5075 -1.0101
C -1.4470 2.7206 -6.0587
O -0.9532 3.1427 -4.7970
P 0.6572 3.3752 -4.5871
O 1.5033 2.2764 -5.0503
O 0.8956 4.8383 -5.3433
C 2.1475 5.5185 -5.0260
O 0.9143 3.6715 -3.0077
C 0.0388 4.4358 -2.2018
H -0.7197 2.6471 -6.8672
H -2.2778 3.3722 -6.3296
H -1.8891 1.7244 -6.0408
H 1.9477 6.2168 -4.2132
H 2.4815 6.0350 -5.9259
H 2.8412 4.8130 -4.5686
H -0.2827 3.9092 -1.3032
H -0.7430 4.8890 -2.8114
H 0.6102 5.2888 -1.8357
C -7.3530 -5.3651 6.4794
O -6.9972 -4.1848 7.2228
P -5.5175 -3.5402 7.2198
O -4.3094 -4.3961 6.9523
O -5.6629 -2.3211 6.0886
C -5.5382 -2.6764 4.7038
O -5.4309 -2.6674 8.6307
C -6.4669 -1.7078 9.0722
H -7.5260 -6.2290 7.1211
H -6.4293 -5.6933 6.0026
H -8.2514 -5.2146 5.8809
H -5.0172 -3.6214 4.5502
H -5.0347 -1.8905 4.1409
H -6.4711 -2.7163 4.1415
H -5.9146 -0.7861 9.2554
H -6.8544 -2.0482 10.0325
H -7.2880 -1.4468 8.4045
C 8.9848 -6.0843 -3.8306
O 8.4199 -5.9852 -2.5302
P 8.2351 -4.4929 -1.8125
O 9.2212 -3.4777 -2.2238
O 8.2461 -4.8715 -0.2316
C 8.0128 -3.9160 0.7743
O 6.6674 -4.1803 -2.1011
C 5.6569 -5.2017 -2.0187
H 9.7002 -5.2814 -4.0085
H 8.1975 -5.9790 -4.5771
H 9.5312 -7.0179 -3.9645
H 7.7401 -2.9184 0.4301
H 8.8690 -3.7882 1.4366
H 7.1213 -4.2579 1.3001
H 5.0287 -5.1507 -2.9080
H 5.0318 -5.0749 -1.1349
H 6.0714 -6.2083 -2.0751
C 0.5501 -2.6520 -4.9286
O 0.5693 -3.8896 -5.6495
P 0.1139 -3.8712 -7.2292
O -1.0856 -3.0591 -7.4334
O -0.1106 -5.4257 -7.6484
C 0.9558 -6.2249 -8.1751
O 1.4376 -3.3551 -8.0103
C 1.6718 -1.9455 -8.1710
H -0.0108 -2.7526 -3.9994
H 0.0532 -1.8166 -5.4218
H 1.5699 -2.3481 -4.6921
H 1.3908 -6.9569 -7.4946
H 1.8452 -5.6444 -8.4201
H 0.7824 -6.8343 -9.0620
H 2.4522 -1.5083 -7.5482
H 0.7767 -1.3246 -8.1342
H 2.0620 -1.8292 -9.1821
C -6.4021 -7.5408 0.9223
O -5.8637 -7.7395 -0.4235
P -5.8862 -6.4156 -1.4790
O -7.2383 -5.9016 -1.6732
O -4.8637 -5.3792 -0.7419
C -3.5923 -5.7959 -0.3556
O -5.0979 -6.8698 -2.8085
C -4.8933 -5.9711 -3.8971
H -5.5823 -7.5177 1.6403
H -7.0764 -8.3130 1.2926
H -7.0104 -6.6373 0.9652
H -2.8634 -4.9926 -0.4633
H -3.1710 -6.5585 -1.0105
H -3.6342 -6.1291 0.6814
H -3.9399 -5.4475 -3.8260
H -5.7417 -5.2960 -4.0096
H -4.9298 -6.5687 -4.8079
O 3.3977 -4.2081 7.0218
C 2.5898 -3.5508 6.3674
O 2.7233 -2.3105 5.8605
C 3.8468 -1.4727 6.2542
C 4.1622 -0.5194 5.0785
C 1.2820 -4.1943 6.0150
H 4.7236 -2.0991 6.4186
H 3.5378 -0.9649 7.1678
H 3.3362 0.1745 4.9221
H 4.3277 -1.0340 4.1320
H 5.0243 0.1213 5.2638
H 0.8882 -4.8496 6.7919
H 1.2955 -4.7226 5.0616
H 0.5572 -3.3818 5.9658
O 5.8660 2.2235 -0.1832
C 6.7969 3.0132 -0.2427
O 6.7640 4.3324 0.0092
C 5.5888 4.9690 0.5532
C 5.1165 6.0252 -0.4555
C 8.1532 2.6164 -0.6976
H 5.8403 5.4240 1.5113
H 4.8018 4.2487 0.7766
H 4.4713 6.7434 0.0504
H 4.5759 5.4274 -1.1893
H 5.9508 6.5643 -0.9045
H 8.0866 2.5684 -1.7845
H 8.4108 1.6018 -0.3940
H 8.8762 3.3449 -0.3306